[1]
A gas-phase ion, C4H6NO (charge -1), computed with ωB97M-V/def2-TZVPD.

Geometry as XYZ:
```
12
Properties=species:S:1:pos:R:3:mulliken_charge:R:1
C -1.128 1.242 0.584 -0.7715
C -0.475 0.186 0.108 0.0323
C 0.480 -0.897 0.413 -0.4388
C 0.202 -0.567 -1.059 -0.2043
N 1.114 0.100 -1.977 -0.3215
O 1.814 -0.867 -2.640 -0.8234
H -1.661 1.873 -0.203 0.2238
H -0.846 1.559 1.525 0.3358
H 1.478 -0.649 0.803 0.2467
H 0.074 -1.940 0.606 0.1929
H -0.314 -1.471 -1.424 0.3003
H 1.809 0.644 -1.454 0.2277
```

The multiplicity is 1. As for the net charge: -1. Its HOMO energy is -0.0419 Eh.

[2]
A molecular structure, C4H8O, computed with ωB97M-V/def2-TZVPD.

Geometry as XYZ:
```
13
Properties=species:S:1:pos:R:3:mulliken_charge:R:1
C -1.538 -0.431 0.276 -1.3164
C -0.225 -0.070 -0.380 0.3608
C 0.626 1.053 0.178 -0.5915
C 1.914 0.379 -0.326 -0.3014
O 0.789 -1.122 -0.162 -0.4751
H -1.381 -0.701 1.324 0.3283
H -2.011 -1.277 -0.235 0.3351
H -2.230 0.420 0.236 0.3306
H -0.340 0.055 -1.461 0.2983
H 0.488 1.145 1.267 0.2519
H 0.429 2.024 -0.287 0.3095
H 2.557 0.153 0.544 0.0965
H 0.923 -1.627 -0.975 0.3734
```

The multiplicity is 1. Its HOMO energy is -0.2868 Eh.

[3]
C4H7N3 in the gas phase, computed with ωB97M-V/def2-TZVPD.

Geometry as XYZ:
```
14
Properties=species:S:1:pos:R:3:mulliken_charge:R:1
C 1.807 1.573 0.658 -0.9865
C 1.059 0.382 0.157 0.0754
C 0.016 0.241 -0.731 -0.0519
N -0.611 -0.891 -0.319 0.5402
C -1.974 -1.316 -0.563 -0.7545
N 0.031 -1.444 0.711 -0.5732
N 1.046 -0.700 0.987 -0.3396
H 1.454 1.684 1.690 0.2789
H 2.890 1.440 0.706 0.2640
H 1.551 2.485 0.117 0.3059
H -0.323 0.783 -1.607 0.3750
H -2.437 -1.473 0.414 0.2858
H -1.998 -2.242 -1.136 0.2498
H -2.512 -0.522 -1.083 0.3306
```

The multiplicity is 1. Its HOMO energy is -0.3392 Eh.

[4]
A molecular structure, C14H14N2O7S3SbTi, computed with ωB97M-V/def2-TZVPD.

Geometry as XYZ:
```
42
Properties=species:S:1:pos:R:3:mulliken_charge:R:1
Ti -1.057 0.686 -1.609 -0.2556
S 0.912 -1.637 -5.282 -0.8193
Sb -0.050 0.395 -4.666 0.3972
S 1.125 1.149 -2.637 -0.6136
S -2.185 -0.187 -3.594 -0.6652
O -3.655 3.653 -1.411 -0.6443
C -3.040 2.631 -1.333 0.6047
O -1.880 2.367 -1.930 -0.0264
C -3.492 1.419 -0.437 0.5021
O -4.457 1.487 0.269 -0.6607
O -2.657 0.407 -0.552 -0.4183
O 2.289 0.812 4.442 -0.4944
C 1.667 1.970 3.887 -0.6543
C 1.088 1.665 2.543 0.6060
C 0.550 2.745 1.775 -1.2593
C -0.016 2.471 0.571 -0.4775
N -0.091 1.219 0.076 0.4136
C 0.445 0.167 0.783 0.1871
C 1.042 0.411 2.047 -0.6696
C 0.351 -1.102 0.156 0.9630
C 0.905 -2.279 0.698 -0.7299
C 0.787 -3.464 0.037 0.5717
C 1.318 -4.731 0.646 -0.7601
O 0.561 -5.144 1.798 -0.5373
C 0.091 -3.490 -1.183 -1.1876
C -0.436 -2.325 -1.684 -0.3086
N -0.319 -1.140 -1.050 0.8530
H 2.501 1.000 5.361 0.2842
H 2.391 2.785 3.787 0.2626
H 0.865 2.327 4.543 0.2942
H 0.590 3.767 2.133 0.3476
H -0.430 3.253 -0.050 0.5176
H 1.453 -0.406 2.622 0.4796
H 1.436 -2.236 1.641 0.2804
H 2.343 -4.599 0.990 0.3022
H 1.308 -5.526 -0.101 0.2918
H -0.323 -4.778 1.692 0.3603
H -0.018 -4.406 -1.748 0.3123
H -0.957 -2.292 -2.629 0.3973
O -0.286 3.904 -3.857 -0.6920
H 0.410 3.435 -3.370 0.2721
H -1.078 3.618 -3.377 0.3736
```

The multiplicity is 2. As for the net charge: -2. Its HOMO energy (alpha / beta) is -0.0239 / -0.0356 Eh.

[5]
C5H8ClNO in the gas phase, computed with ωB97M-V/def2-TZVPD.

Geometry as XYZ:
```
16
Properties=species:S:1:pos:R:3:mulliken_charge:R:1
C -0.531 -1.273 1.085 -0.9294
C -0.325 -0.931 -0.329 -0.0673
O -1.682 -0.749 -0.755 -0.2071
N -2.185 0.294 -0.230 -0.4731
C -1.495 1.264 0.284 -0.0981
C 0.118 1.442 0.286 -0.9422
C 0.639 0.341 -0.537 -0.0941
Cl 2.376 -0.081 -0.057 -0.1872
H -1.684 -0.757 1.369 0.3687
H -0.654 -2.580 1.209 0.2595
H 0.468 -0.885 1.861 0.2045
H -0.032 -1.670 -1.041 0.4806
H -1.914 2.016 0.840 0.4268
H 0.641 1.385 1.259 0.3516
H 0.390 2.366 0.009 0.4980
H 0.713 0.379 -1.613 0.4088
```

The multiplicity is 1. Its HOMO energy is -0.3485 Eh.

[6]
C3H7NS in the gas phase, computed with ωB97M-V/def2-TZVPD.

Geometry as XYZ:
```
12
Properties=species:S:1:pos:R:3:mulliken_charge:R:1
C 1.531 -0.367 0.469 -0.3280
N 0.823 -1.072 -0.279 -0.3457
C -0.509 -1.389 0.240 -0.3745
S -1.697 -0.566 -0.950 -0.0981
C -1.261 1.189 -0.478 -0.7679
H 2.479 0.002 0.109 0.3112
H 1.281 -0.096 1.644 0.1809
H -0.740 -2.451 -0.064 0.2788
H -0.765 -1.125 1.341 0.3208
H -1.734 1.796 -1.255 0.3142
H -0.246 1.264 -0.455 0.2475
H -1.825 1.344 0.399 0.2607
```

The multiplicity is 1. Its HOMO energy is -0.3212 Eh.

Taking the records one at a time from the top gives ΔE to the lowest compared entry with this formula, charge and spin values of 2.293; 4.240; 1.127; 0.743; 5.707; 1.504 eV.
Taking the records one at a time from the top gives largest force on an atom values of 3.78; 0.36; 0.44; 3.88; 6.36; 4.38 eV/Å.
Taking the records one at a time from the top gives total energy values of -7778.14253; -6320.92832; -8730.55226; -94224.09669; -21369.59933; -15548.14093 eV.